Record 1
{
  "formula": "C52H57AsCl2P2RbSSb",
  "method": "ωB97M-V with the def2-TZVPD basis set",
  "homo_lumo_gap_ev": 6.42,
  "lumo_energy_ev": 0.08,
  "relative_energy_kj_mol": 0.00,
  "elements": ["Rb", "Cl", "C", "Cl", "H", "H", "C", "C", "P", "C", "C", "C", "C", "C", "C", "C", "C", "C", "C", "C", "C", "C", "P", "C", "C", "C", "C", "C", "C", "C", "C", "C", "C", "C", "C", "H", "H", "H", "H", "H", "H", "H", "H", "H", "H", "H", "H", "H", "H", "H", "H", "H", "H", "H", "H", "H", "H", "H", "H", "H", "H", "S", "C", "C", "C", "C", "C", "C", "As", "C", "C", "C", "C", "C", "C", "C", "C", "C", "C", "C", "C", "H", "H", "H", "H", "H", "H", "H", "H", "H", "H", "H", "H", "H", "H", "C", "C", "Sb", "C", "C", "C", "C", "H", "H", "H", "H", "H", "H", "H", "H", "H", "H", "H", "H", "H", "H", "H"],
  "coordinates": [[0.703, 0.532, 0.189], [3.828, 0.827, 0.051], [3.969, 2.082, 1.282], [2.389, 2.364, 2.018], [4.299, 2.998, 0.804], [4.662, 1.748, 2.046], [2.905, -1.367, -3.744], [2.313, -2.539, -2.950], [1.856, -2.102, -1.184], [2.901, -3.325, -0.292], [2.944, -4.675, -0.651], [3.762, -5.558, 0.030], [4.552, -5.108, 1.082], [4.515, -3.773, 1.450], [3.692, -2.887, 0.765], [0.201, -2.894, -1.048], [-0.785, -2.530, -1.969], [-2.056, -3.079, -1.899], [-2.374, -3.972, -0.886], [-1.421, -4.297, 0.065], [-0.143, -3.760, -0.009], [1.868, -0.330, -4.198], [1.455, 0.975, -2.942], [0.293, 1.923, -4.014], [-1.066, 1.858, -3.724], [-1.997, 2.485, -4.541], [-1.573, 3.189, -5.656], [-0.218, 3.272, -5.946], [0.712, 2.645, -5.130], [2.904, 2.094, -3.039], [4.035, 1.910, -3.829], [5.045, 2.864, -3.841], [4.935, 4.010, -3.070], [3.815, 4.197, -2.270], [2.812, 3.242, -2.247], [3.395, -1.779, -4.631], [3.685, -0.886, -3.144], [3.055, -3.334, -2.895], [1.435, -2.932, -3.464], [2.321, -5.033, -1.462], [3.783, -6.602, -0.256], [5.193, -5.800, 1.612], [5.127, -3.419, 2.270], [3.662, -1.843, 1.056], [-0.552, -1.812, -2.750], [-2.807, -2.797, -2.624], [-3.367, -4.400, -0.836], [-1.669, -4.972, 0.875], [0.587, -4.015, 0.747], [0.924, -0.828, -4.439], [2.191, 0.175, -5.110], [-1.391, 1.330, -2.836], [-3.051, 2.434, -4.291], [-2.295, 3.682, -6.295], [0.119, 3.834, -6.809], [1.767, 2.732, -5.358], [4.146, 1.023, -4.440], [5.918, 2.711, -4.464], [5.717, 4.758, -3.096], [3.722, 5.093, -1.668], [1.929, 3.392, -1.629], [-0.786, 3.065, 0.477], [-2.417, 3.488, 0.083], [-2.927, 4.785, 0.215], [-4.248, 5.057, -0.097], [-5.091, 4.052, -0.554], [-4.602, 2.760, -0.693], [-3.281, 2.472, -0.376], [-2.428, 0.731, -0.475], [-4.001, -0.241, -1.177], [-5.063, -0.675, -0.385], [-6.152, -1.325, -0.948], [-6.203, -1.539, -2.318], [-5.165, -1.095, -3.123], [-4.073, -0.456, -2.551], [-2.652, 0.116, 1.365], [-2.490, -1.249, 1.594], [-2.814, -1.802, 2.823], [-3.283, -0.986, 3.844], [-3.401, 0.382, 3.641], [-3.093, 0.929, 2.402], [-2.268, 5.569, 0.565], [-4.626, 6.067, 0.017], [-6.123, 4.269, -0.800], [-5.258, 1.978, -1.054], [-5.044, -0.496, 0.683], [-6.966, -1.658, -0.315], [-7.056, -2.040, -2.759], [-5.207, -1.252, -4.194], [-3.260, -0.112, -3.185], [-2.164, -1.894, 0.783], [-2.728, -2.871, 2.978], [-3.552, -1.421, 4.800], [-3.767, 1.022, 4.435], [-3.221, 1.991, 2.228], [0.736, -1.933, 6.282], [-0.071, -1.585, 5.036], [0.775, -0.182, 3.598], [2.869, -0.478, 4.179], [3.367, 0.352, 5.357], [0.351, 1.682, 4.640], [-0.198, 1.560, 6.056], [0.206, -2.685, 6.873], [0.881, -1.059, 6.918], [1.718, -2.341, 6.040], [-1.035, -1.165, 5.320], [-0.282, -2.484, 4.454], [3.468, -0.268, 3.288], [2.971, -1.546, 4.383], [3.215, 1.418, 5.181], [4.437, 0.194, 5.522], [2.849, 0.084, 6.278], [-0.366, 2.195, 3.994], [1.265, 2.275, 4.639], [-1.106, 0.955, 6.087], [-0.448, 2.548, 6.450], [0.534, 1.113, 6.730]]
}

---

Record 2
{
  "formula": "C4H11N2O",
  "method": "ωB97M-V with the def2-TZVPD basis set",
  "homo_lumo_gap_ev": [3.06, 7.02],
  "lumo_energy_ev": [7.10, 7.06],
  "relative_energy_kj_mol": 109.27,
  "spin_multiplicity": 2,
  "charge": -2,
  "elements": ["C", "O", "C", "C", "C", "N", "N", "H", "H", "H", "H", "H", "H", "H", "H", "H", "H", "H"],
  "coordinates": [[-0.108, -0.909, -2.024], [0.544, -2.063, -2.268], [0.026, -0.532, -0.476], [-0.477, 0.834, -0.167], [-0.106, 1.182, 1.376], [-0.673, 0.121, 2.240], [1.518, -0.712, -0.104], [-1.210, -1.013, -2.323], [0.184, -0.064, -2.514], [-0.443, -1.382, 0.030], [-0.066, 1.565, -0.873], [-1.555, 0.806, -0.189], [1.018, 1.078, 1.383], [-0.596, 2.059, 1.589], [0.018, -0.125, 3.013], [-1.573, 0.483, 2.728], [1.575, -1.398, -0.931], [1.925, 0.071, -0.489]]
}

---

Q: What is the formula in the second record?
A: C4H11N2O